121
Properties=species:S:1:pos:R:3:forces:R:3:lowdin_charge:R:1 method="wB97M-V/def2-TZVPD" smiles=COC[C@H](C)N.COC[C@H](C)N.COC[C@H](C)N.COC[C@H](C)N.COC[C@H](C)N.CC(C)O.CC(C)O.O.O.O.O e_lumo_ev=0.28 de_lowest_kcal_mol=77.8 max_force_ev_per_a=4.72 energy_ha=-2139.13246
H -2.438210 1.783756 0.493248 -0.319 -0.332 -0.535 0.077
H 10.368960 0.325946 -0.163902 -0.076 -0.553 0.319 0.082
O -4.588470 -1.936004 4.892038 -1.237 1.893 -1.132 -0.222
N -0.961260 -6.588454 -0.167382 0.465 -0.723 0.118 0.028
H 1.996820 -7.089794 1.485808 0.252 0.605 0.039 0.105
H 6.979900 3.166186 -0.033872 0.169 0.648 0.685 0.068
O -1.722870 -2.578354 -8.113872 2.008 0.122 -0.782 -0.041
H -5.763420 -0.937134 2.189448 0.092 -0.109 0.330 0.013
H -2.953100 -1.071784 5.708758 0.555 0.218 -0.115 0.086
C -3.393200 -1.200724 4.719928 -0.099 -1.764 0.130 -0.085
H -7.388830 -5.118734 6.384498 -0.044 0.005 -0.351 0.066
C -6.075020 -3.638254 5.379768 2.004 -2.778 3.247 -0.426
N -3.160590 8.085316 -3.457202 1.527 -0.483 1.050 0.010
C 0.490300 -6.373134 0.051568 -0.490 1.211 1.574 -0.380
O 0.155510 5.162736 -3.322252 0.063 -0.346 0.008 -0.054
C 0.868120 -4.856104 0.192428 0.674 -1.422 0.979 -0.065
O 0.671980 2.214076 -0.653932 0.505 -0.383 -0.335 -0.056
H -4.851590 8.973186 -4.976752 0.496 -0.850 0.184 0.111
C 5.019390 -3.138554 3.932618 0.032 1.230 1.209 -0.168
H 0.827590 5.790326 -3.056422 0.194 0.146 0.047 0.031
H 8.028050 -0.392234 0.141318 -0.252 -0.052 -0.914 0.121
C 0.850280 -7.104194 3.810618 -0.274 -0.481 -0.744 -0.106
O -6.339780 -0.872084 1.427998 -0.118 0.290 -0.165 -0.055
C 4.429520 -2.031064 4.863688 0.724 -1.008 0.396 -0.459
C -4.090240 9.723866 -4.764772 -0.289 1.961 -0.897 -0.217
H -0.672750 5.608716 -3.145282 -0.328 0.204 0.002 0.020
C 0.919370 -7.170054 1.341698 -0.071 0.346 0.481 -0.173
H -2.373740 -0.068644 -6.700812 0.630 -0.158 -0.523 0.081
H -2.070850 9.875186 -3.763262 -0.668 0.279 0.280 0.136
O 6.496810 -3.089324 3.987478 -2.334 -0.506 0.676 -0.199
H -4.129020 -1.208204 -8.645662 0.824 -0.207 -0.326 0.077
H 3.076110 -1.170244 -3.298562 -0.184 0.165 -0.017 0.026
H 2.645580 -3.147024 5.306228 -0.392 -0.005 -0.557 0.071
H 8.064250 -4.350204 3.626488 -0.093 -0.045 0.016 0.087
H 6.563710 1.325676 -1.314302 0.100 -0.195 -0.007 0.140
H 4.570260 -4.089234 4.219998 0.623 -0.426 0.206 0.108
H -6.308190 -4.339884 7.441698 0.446 -0.389 0.491 0.063
C -2.666740 -2.242174 -7.168422 -2.375 0.275 -1.082 -0.509
H -6.542270 4.855956 -1.500232 -0.039 0.058 0.241 0.027
C 10.037460 1.245586 0.318238 0.055 -0.196 -0.413 -0.125
C 6.462070 1.220196 -0.234182 0.081 -0.521 1.603 -0.432
H 1.166070 -6.765314 -0.708442 -0.621 -0.404 -0.419 0.126
C 2.887030 -2.127254 5.006438 1.691 0.361 -0.449 -0.047
H 0.371710 -4.466974 1.081408 -0.671 0.458 -0.526 0.067
H 4.919130 -2.034284 5.837528 -0.109 -1.048 0.400 0.129
O 0.239290 -6.743884 2.571148 0.143 0.437 -0.969 -0.210
H -6.690990 -2.786914 5.669438 0.026 0.095 -0.641 0.146
H -4.564140 10.377276 -4.032272 0.209 -0.308 1.060 0.123
H -0.145460 0.898056 0.655278 0.312 0.148 0.243 0.131
H 4.612680 0.800486 -0.181452 -0.899 -0.431 -1.004 0.062
H -1.699820 1.286936 -1.169202 -0.523 -0.799 0.464 0.076
H 0.164860 2.654946 2.404648 -0.049 -0.582 0.031 0.064
C -4.588710 -3.238594 5.373488 -0.803 0.839 0.952 -0.207
H -1.251670 3.349636 1.688438 -0.014 0.093 -0.064 0.063
H 0.819110 -4.295734 -0.741212 -0.472 0.065 0.272 0.072
C 6.119400 2.610116 0.338188 1.408 0.540 -1.236 -0.060
H -5.711900 -5.658664 6.343238 0.200 0.217 -0.002 0.077
H -3.550600 -0.245114 4.219758 -0.439 -0.120 0.215 0.086
H 5.882440 -0.805164 4.315798 0.381 -0.233 -0.456 0.067
H 0.546630 -8.124194 4.046208 0.576 -0.390 -0.028 0.082
H -1.640740 9.428606 -6.234562 -0.737 0.155 -0.141 0.073
N 5.426740 0.263536 0.081368 -1.483 0.129 -0.257 0.026
H -2.041620 -3.201674 -8.770742 -0.297 0.029 0.215 0.093
H 5.213300 0.380056 1.061658 0.663 -0.650 0.935 0.060
H 4.627540 -2.914914 2.940378 0.391 0.043 -0.388 0.124
H -3.698500 8.407116 -2.665252 0.040 0.135 0.020 0.066
H -4.642500 -1.510054 -7.086902 -0.227 0.182 0.333 0.060
O 8.754960 1.589266 -0.147442 -0.041 -0.853 0.460 -0.211
H 4.682550 -0.087014 4.973508 -0.406 0.580 -0.061 0.072
H -4.706880 -2.801694 -8.112892 0.707 -0.538 -0.380 0.068
C -1.803390 8.688576 -5.450982 0.432 0.338 -0.208 -0.060
C -2.708550 9.192076 -4.324342 -1.625 -1.283 -0.629 -0.380
H 7.765940 0.632866 1.445388 -0.196 0.537 0.391 0.116
H -6.152710 -1.659824 0.917418 0.004 -0.223 -0.084 0.030
H -6.777100 3.895446 -2.646612 -0.100 -0.214 -0.095 0.029
O -4.076890 10.555786 -5.904002 0.818 -0.287 -1.120 -0.206
C -1.723850 1.958776 -0.311212 1.316 -0.103 -0.276 -0.063
H -1.494750 -6.296574 0.639028 0.255 -0.033 0.279 0.060
H -1.435950 -6.180514 -0.960062 0.740 0.206 -0.298 0.062
C -0.251450 2.985886 1.453188 0.145 -0.244 0.780 -0.056
H 1.898990 -4.820884 0.544798 0.435 0.014 -0.374 0.061
H -7.402140 -4.510854 4.456718 -0.175 -0.869 -1.221 0.073
H -1.240070 -1.307464 -5.907212 -0.032 0.541 0.097 0.082
H -2.843430 -3.099774 -6.519262 0.024 -0.120 0.353 0.126
C -0.296620 1.924636 0.321538 -1.453 1.397 -0.052 -0.467
H 6.747090 -4.254674 2.419238 0.240 -0.850 -0.299 0.088
C 6.984350 -4.323364 3.480878 0.010 0.977 -0.507 -0.116
H 5.297770 3.134216 -0.150022 -0.430 -0.570 -0.114 0.074
H -5.127870 11.221496 -7.462392 -0.064 -0.367 -0.254 0.088
H -3.962030 -3.911984 4.788748 0.047 -0.221 -0.135 0.129
H 4.387060 -1.529234 -2.631912 0.213 0.079 0.268 0.017
H 9.984000 1.153446 1.403028 0.502 -0.100 0.137 0.086
C -2.233460 -1.066744 -6.285802 -0.830 -0.880 -0.149 -0.048
H -1.953690 2.882646 -0.842002 0.133 0.645 0.606 0.074
H -4.253450 -3.188764 6.409468 0.394 -0.423 0.267 0.121
C -4.043270 -1.971214 -7.871992 -0.768 0.828 1.732 -0.062
N 4.873130 -0.795954 4.279838 -0.179 1.504 -0.204 0.020
H 2.604510 -1.763344 4.018588 -0.980 -0.594 -0.034 0.078
H -2.983800 -1.078754 -5.495272 0.335 -0.073 0.513 0.073
H 0.486840 -6.541994 4.670828 -0.326 0.622 -0.505 0.079
O 3.741510 -1.857144 -3.257992 -0.018 -0.228 -0.173 -0.056
H 10.805260 1.949356 -0.003152 -0.403 0.544 0.223 0.085
H 6.497070 -5.173744 3.957868 0.075 -0.116 -0.020 0.081
H -3.710540 7.375456 -3.919552 0.069 0.181 -0.344 0.070
O -6.290640 4.684446 -2.407702 0.156 0.169 -0.149 -0.056
H 0.821350 -8.240174 1.159108 -0.761 -0.173 0.090 0.113
H 0.292850 2.879016 -1.233332 0.132 0.214 -0.205 0.073
H 0.390980 3.845136 1.260598 -0.148 -0.016 -0.730 0.074
H 1.928880 -6.955524 3.759638 0.156 -0.315 0.040 0.079
C -5.320300 10.648056 -6.555622 0.498 1.349 0.134 -0.119
H -0.771600 8.598826 -5.111222 -0.087 -0.552 0.522 0.069
H 2.453120 -1.467564 5.757858 0.330 0.183 0.009 0.070
N -6.433890 -4.329784 4.233588 -1.765 1.123 -3.572 0.011
C -6.353510 -4.783654 6.447158 0.103 1.876 1.359 -0.076
H -2.112540 7.748456 -5.907832 -0.135 0.041 0.069 0.079
C 7.766490 0.644026 0.355448 0.514 2.093 -0.852 -0.171
H -5.813650 9.699576 -6.767962 0.128 -0.173 0.046 0.088
H -2.815480 -1.845274 4.057428 0.958 0.362 0.075 0.086
H -5.910990 -5.175184 4.054758 -0.136 -0.018 0.340 0.082
H -5.959410 11.310456 -5.971792 -0.566 -0.218 0.248 0.083
H 5.998000 2.727566 1.415028 0.222 -0.436 0.027 0.082

=====

123
Properties=species:S:1:pos:R:3:forces:R:3:lowdin_charge:R:1 method="wB97M-V/def2-TZVPD" e_lumo_ev=0.42 de_lowest_kcal_mol=25.9 max_force_ev_per_a=2.12 energy_ha=-2181.37707
H 0.450663 5.189904 1.910784 0.317 -0.021 0.028 0.059
H 3.318754 1.667215 5.394882 0.035 -0.247 0.140 0.073
H -0.118306 1.409353 -2.389019 -0.393 -0.178 -0.496 0.094
C -0.983445 0.359391 0.494732 1.104 -0.196 1.190 -0.407
H 2.797171 4.286977 0.991041 0.072 -0.210 0.056 0.075
C 1.455873 4.569963 3.715460 1.902 -0.413 0.266 -0.330
H -8.624337 -5.332626 -2.600539 -0.144 0.475 -0.423 0.076
O 2.886094 -1.432586 -0.694546 -0.304 0.431 -0.129 -0.146
H -5.223046 -2.752146 -0.489623 0.235 -0.140 0.203 0.087
H -5.441961 -0.311768 2.578774 0.010 0.051 -0.127 0.085
H 0.225834 -1.861333 -3.653043 -0.395 0.323 0.320 0.037
H -0.161747 -0.479993 -5.562847 0.151 0.038 -0.073 0.133
H -4.390480 1.235514 -2.384996 0.170 -0.039 0.091 0.076
C -1.030323 1.250101 5.225625 0.374 -0.606 -0.696 -0.186
C 1.915928 -1.183534 2.247110 1.561 -0.245 0.944 -0.116
O 4.903558 -1.098203 1.039825 -0.070 0.018 -0.335 -0.142
O 5.252934 -1.981097 3.681336 0.110 0.148 0.303 -0.152
H 2.167286 -2.182225 1.863375 -0.801 -0.021 -0.428 0.096
H 1.673203 2.976853 0.950507 0.200 -0.389 -0.121 0.044
H 4.153618 -1.283402 0.414457 0.440 -0.051 0.389 0.051
H 2.593425 -3.435328 -0.497451 -0.164 -0.019 -0.030 0.089
H 4.571946 -3.956848 3.628605 0.042 0.186 -0.410 0.073
H -1.173660 0.549976 -4.596992 0.158 0.140 0.303 0.131
H -0.290270 3.006033 -7.233269 0.166 -0.153 -0.302 0.078
C -1.461149 -2.568407 -2.822716 -0.909 0.121 0.051 -0.179
H 1.071029 -2.547848 -0.705522 0.049 0.247 0.081 0.069
H 1.527426 -1.294278 3.264347 -0.563 0.088 -0.188 0.103
H -2.833948 -0.315085 1.056255 0.344 -0.020 -0.207 0.043
H 0.458477 2.438370 -5.021355 0.220 0.126 -0.183 0.126
H 1.476734 0.655305 -7.146269 -0.062 -0.124 0.052 0.070
H 6.012348 -3.700100 4.513928 0.482 0.172 -0.291 0.075
C 4.619079 2.212504 3.845317 -0.213 -0.603 0.470 -0.255
H -1.803577 2.344774 0.812724 0.018 0.007 0.029 0.084
H 0.432099 6.367705 3.230888 -0.134 0.061 0.008 0.081
H 6.057364 -3.593448 2.682943 0.172 -0.362 0.207 0.074
H -0.146161 2.965459 4.733829 0.070 -0.773 -0.039 0.032
H -2.069376 1.000010 5.448197 0.073 0.048 0.221 0.069
H 6.069091 -0.788997 -0.652500 -0.050 0.171 0.114 0.114
O 1.207931 -0.310894 1.416343 -0.481 0.314 0.106 -0.178
H -2.355710 -2.232011 -3.375233 0.285 0.193 -0.060 0.075
C 2.414761 3.487724 0.337014 -0.319 1.421 1.162 -0.083
H 3.289068 2.883448 0.119785 -0.265 -0.289 -0.533 0.080
C 2.114770 -2.596671 -1.010500 0.478 -0.314 -0.073 -0.095
C -6.055330 -4.268613 -2.236824 -0.409 1.434 -0.134 -0.206
C -4.498774 -2.760471 -1.315441 -0.361 0.236 0.760 -0.124
H -6.804141 -3.914957 -1.509302 0.256 -0.364 0.296 0.129
H 4.561666 0.428339 5.095146 0.064 -0.172 0.077 0.062
C 0.380876 5.305889 2.994396 -0.649 0.210 -0.249 -0.069
C 4.377677 1.493893 5.176620 -0.519 0.430 -0.386 -0.065
H -0.757555 1.306130 -7.561470 -0.296 0.061 -0.163 0.078
C 5.508321 -3.376204 3.599960 -0.704 0.253 0.194 -0.153
H -8.337059 -5.771915 -4.326197 -0.195 0.077 0.076 0.074
O -4.240367 1.422476 -1.451811 -0.646 -0.356 -0.117 -0.156
H 2.319343 -0.696191 -0.410161 -0.084 -0.398 0.060 0.071
H 1.407185 0.646297 -2.040106 0.021 -0.200 -0.080 0.080
H 4.534570 3.282205 4.047166 0.040 0.033 -0.493 0.108
O 2.715972 4.918894 -1.587963 -0.069 -0.168 -0.038 -0.085
N 1.600018 1.357027 -6.427246 0.142 0.455 1.017 0.043
H 6.364572 -2.308301 0.165054 -0.149 0.023 0.056 0.111
H -0.360543 0.709584 5.908490 -0.136 0.215 0.191 0.080
C 0.326051 1.622895 -5.736160 0.118 -0.200 -0.723 -0.444
H 6.864603 0.315717 1.555202 0.329 0.082 0.347 0.069
H -0.350824 0.521396 -0.385147 -0.671 0.063 -0.374 0.111
C -6.814636 -4.496935 -3.515050 0.757 -1.460 -1.283 -0.429
H 0.989914 4.935243 -0.472929 -0.238 -0.306 0.253 0.107
C -7.870725 -5.571543 -3.362722 -0.486 -0.641 0.719 -0.086
H 3.941590 1.043541 2.438572 -0.336 0.042 -0.109 0.073
H -2.999862 -1.576049 3.082589 0.254 0.187 -0.235 0.082
H -5.406259 0.083966 -0.324275 -0.464 -0.289 -0.500 0.054
H -0.180823 -1.639878 0.766254 -0.234 0.190 -0.227 0.109
H -7.305519 -3.607975 -3.913543 -0.018 0.438 0.775 0.134
O -0.324310 -2.653353 -3.640535 0.422 -0.518 -0.236 -0.122
H -3.634975 -3.375895 -1.055288 -0.034 -0.134 0.060 0.086
C -1.093342 1.660922 1.281120 0.422 0.431 0.495 -0.029
H -1.377679 -1.929344 -1.934806 0.270 -0.041 -0.096 0.062
O 0.729417 0.102993 -3.864387 -0.244 -0.676 0.167 -0.199
H -5.502744 -5.137371 -1.871619 -0.234 -0.250 -0.089 0.140
H -0.138517 2.178376 1.433510 -0.038 -0.112 -0.465 0.051
C -0.132733 0.413671 -4.934176 -0.923 0.047 -0.515 -0.208
C 0.809850 1.063519 -2.851455 1.032 0.560 0.461 -0.107
C 7.263451 -0.617214 1.166051 -0.475 -0.372 -1.143 -0.069
H 1.572720 4.777152 4.784705 -0.764 0.306 0.113 0.117
C -0.158777 -0.668221 1.285148 -0.378 -1.159 -0.392 -0.201
H 4.929985 1.930865 6.009424 0.264 -0.073 -0.161 0.076
H 8.088093 -0.416311 0.480296 0.089 0.164 0.163 0.075
C -3.715906 -0.791503 3.308352 -0.304 -0.178 1.054 -0.159
H 2.230896 0.984608 -5.718895 0.160 -0.077 -0.420 0.071
H 2.169464 2.717957 3.349494 -0.708 0.277 0.031 0.051
H -5.007536 -4.384337 -4.456367 -0.086 -0.181 -0.044 0.058
C 6.136097 -1.247529 0.338770 0.313 -0.132 0.025 -0.297
H -3.245748 0.157707 3.573230 0.293 -0.022 -0.351 0.062
O 1.317728 3.170579 3.562453 -0.032 -0.611 -0.191 -0.122
H 2.155256 -2.791875 -2.083414 -0.059 0.101 0.032 0.081
H -2.822317 0.316666 -0.413825 0.295 -0.065 -0.009 0.046
C -0.666552 2.080151 -6.803462 0.046 0.316 0.867 -0.062
O -5.153291 -3.196081 -2.473278 0.108 0.083 -0.451 -0.202
H -0.610874 4.917769 3.236566 0.025 0.106 0.326 0.081
H 2.454173 4.857910 3.355970 -0.167 0.141 -0.395 0.107
H -4.213995 -1.117650 4.231400 -0.121 -0.068 -0.173 0.086
H -4.164128 -1.727503 -1.399014 0.121 -0.043 -0.449 0.065
N -5.855559 -4.937284 -4.596289 -0.293 0.700 0.485 0.034
H 1.382404 1.920666 -3.215345 -0.162 0.230 0.141 0.084
H -1.375983 1.497686 2.329463 -0.495 -0.236 -0.290 0.060
H -1.624515 2.358762 -6.356337 -0.129 -0.417 -0.144 0.077
H 5.591042 1.964764 3.412629 0.054 0.286 0.127 0.108
H -0.817584 0.824246 4.229425 -0.024 0.205 0.122 0.053
H 2.919137 -0.789160 2.410410 -0.122 0.372 -0.112 0.056
H -1.744730 -3.573702 -2.493406 0.376 0.019 0.052 0.075
C 1.734031 4.210727 -0.800839 0.983 -0.281 -1.045 -0.289
H 1.287417 3.488340 -1.492102 -0.271 0.175 0.120 0.087
O 3.597935 1.826999 2.887817 0.867 0.265 0.345 -0.112
H -7.519992 -6.538357 -2.981062 0.621 0.193 -0.353 0.080
H -6.247115 -4.550421 -5.453683 0.193 -0.374 -0.097 0.065
H 2.627943 5.861913 -1.444191 -0.026 0.045 0.071 0.072
H -5.469740 1.765717 0.104914 -0.116 -0.154 -0.036 0.080
H 7.628446 -1.310332 1.917251 -0.136 0.224 0.392 0.069
O -0.890245 2.637905 5.264919 -0.295 0.704 0.275 -0.120
H 5.291468 -1.577583 2.797620 -0.303 -0.408 0.074 0.016
H -6.318301 1.385524 -1.357964 -0.295 -0.713 -0.049 0.081
N -2.261020 -0.265066 0.211201 -0.453 0.055 -0.375 0.080
C -5.470602 1.081051 -0.752535 1.325 1.552 0.583 -0.116
H -0.655642 -0.911141 2.238270 0.338 0.510 0.278 0.117
O -4.621413 -0.670128 2.229104 -0.217 -0.012 -0.076 -0.133